C17H11Br2I2MnN2O as an isolated structure at a distorted geometry. Source: OMol25; level of theory: ωB97M-V with the def2-TZVPD basis set.

Each line ends with the Löwdin spin population.
Atoms and positions in Å:
Mn (1.308, -1.319, -0.024)  2.98
C (-0.687, 1.513, -0.055)  0.00
C (0.759, 1.812, 0.033)  0.00
C (1.202, 3.153, 0.053)  0.01
C (2.543, 3.469, 0.059)  0.02
C (3.491, 2.393, 0.046)  0.02
C (4.928, 2.530, 0.034)  0.20
Br (5.516, 4.306, 0.057)  0.11
C (5.755, 1.400, 0.078)  0.00
C (5.207, 0.114, 0.006)  0.13
Br (6.450, -1.312, -0.051)  0.05
C (3.821, -0.080, 0.022)  0.17
O (3.247, -1.284, -0.058)  0.21
C (2.992, 1.063, 0.074)  0.05
N (1.634, 0.789, 0.051)  0.02
H (-1.176, 2.483, -0.142)  0.00
H (-1.045, 1.056, 0.859)  0.00
H (-0.964, 0.874, -0.893)  0.00
H (0.457, 3.990, 0.056)  0.00
H (2.823, 4.527, 0.071)  0.00
H (6.827, 1.568, 0.146)  0.00
N (-0.714, -1.515, 0.032)  -0.01
C (-1.867, -1.774, -0.003)  0.01
C (-3.275, -1.851, 0.003)  0.00
C (-4.002, -3.095, -0.137)  0.00
C (-5.384, -3.067, -0.163)  0.00
C (-6.031, -1.811, -0.061)  0.01
C (-5.340, -0.586, -0.011)  0.00
C (-3.975, -0.604, 0.047)  0.00
H (-3.458, -4.038, -0.073)  0.00
H (-5.946, -4.009, -0.118)  0.00
H (-7.132, -1.769, -0.079)  0.00
H (-5.802, 0.391, -0.053)  0.00
H (-3.436, 0.334, -0.013)  0.00
I (1.989, -4.157, 0.057)  0.00
I (-0.715, -5.493, 0.152)  -0.01

Summary:
M (g mol⁻¹): 727.842
HOMO energy (spin up / spin down) (eV): -14.91 / -15.04
Max |F| (Eh/bohr): 0.0675
⟨S²⟩: 6.0409
2S+1: 5
Charge: +2